Density functional theory data (wB97M-V/def2-TZVPD) for C38H53As2BrKN6OS2 as an isolated structure in a non-equilibrium geometry.

Structure (XYZ):
```
104
Properties=species:S:1:pos:R:3:forces:R:3:mulliken_charge:R:1
H -3.401614 4.942839 -6.559207 -0.004 -0.005 -0.008 0.4425
C 4.059668 -0.893829 4.014927 -0.069 0.100 0.025 1.0592
H 2.248169 -1.472492 4.936664 -0.038 0.024 -0.045 0.0067
C -0.972825 4.883644 -5.416822 -0.003 0.008 0.005 -1.7209
H 2.123757 5.125703 1.403761 -0.011 0.007 -0.006 0.4130
H 3.860765 -3.377433 1.390812 0.000 -0.006 0.015 0.2794
C 1.741381 4.366009 3.385570 -0.013 -0.013 0.038 -0.5582
C 1.176001 3.198404 1.395710 0.015 0.033 0.028 -0.4293
H 3.199286 -1.756591 -2.313027 -0.010 0.013 0.013 0.4036
H -0.980894 2.080982 5.646535 0.013 0.013 -0.007 0.4075
C -0.665875 1.607709 -2.591307 -0.003 0.009 0.024 0.1233
C 7.236472 -2.231666 2.551830 -0.003 -0.009 -0.001 -1.4083
H 6.972120 -3.276660 2.373988 -0.002 -0.004 -0.001 0.2722
H 4.104994 -3.991869 -0.270043 0.012 0.006 0.008 0.5613
H -0.739599 2.369725 -6.517305 0.004 -0.004 0.003 0.3285
H -1.138691 5.556592 -4.573508 -0.007 0.008 -0.001 0.3671
C 2.418121 -2.487512 -2.098635 0.025 -0.016 0.026 -1.3340
C -0.376421 -6.577042 -0.353496 0.006 -0.009 0.009 -0.7548
N -0.578180 -1.108958 3.988230 -0.207 -0.134 -0.063 -1.1883
H 2.163707 5.217600 3.904941 -0.002 0.003 -0.002 0.3904
C 1.052503 -4.177882 -0.185055 0.029 0.033 -0.005 0.2003
H 0.040809 4.489867 -5.333671 0.004 -0.002 0.007 0.3189
N 5.634509 -0.638057 1.757490 0.065 0.069 -0.006 -0.5222
H 2.895395 0.082214 5.501012 -0.019 0.053 0.027 0.2677
H 1.217917 3.310182 5.184999 0.007 -0.003 -0.008 0.3925
Br 1.026527 0.860289 -2.095559 -0.011 0.102 -0.212 -0.1113
C -0.355500 1.192528 5.536363 -0.072 -0.009 0.008 -1.8179
As 2.044010 -2.466963 -0.153045 0.230 -0.246 -0.412 0.9981
H -0.930829 -7.505514 -0.424037 0.003 0.000 0.000 0.3753
C 0.130454 1.038833 4.125498 -0.017 -0.052 -0.100 0.0604
H -3.916187 3.328526 -3.453617 0.002 -0.004 -0.005 0.2210
H -0.927004 0.308936 5.809559 0.000 0.007 0.002 0.4399
H 0.479177 1.289606 6.237188 0.022 -0.005 -0.004 0.2820
C -0.731106 2.351867 -3.742383 0.003 0.005 -0.010 -0.5742
H 2.747840 -3.479920 -2.409477 0.007 0.010 0.000 0.3741
H -6.275382 1.474274 -1.294930 -0.007 -0.001 0.004 0.4876
H -5.556315 1.891650 -2.858925 0.001 0.007 -0.002 0.2749
C -0.961970 -5.382785 -0.743323 -0.015 0.013 0.006 -0.4841
C -1.731832 2.815754 -6.596327 -0.006 0.011 -0.016 -1.7039
C 1.624987 -5.378621 0.228099 0.000 0.021 0.003 -0.6848
C 1.720081 4.322360 2.003804 0.006 -0.023 -0.025 -0.7409
C 5.246549 -1.558668 3.933810 -0.049 -0.047 0.021 -1.1913
H -3.833594 0.412587 0.143628 -0.005 -0.029 -0.009 -0.1040
H -5.111237 0.380656 -2.061931 0.000 -0.006 0.001 0.2577
H 1.140257 3.116764 0.314472 0.022 -0.010 -0.013 0.4595
H -1.035104 5.463900 -6.342192 0.006 -0.001 -0.010 0.4518
C -2.940682 2.096047 -2.033226 -0.021 -0.024 -0.005 -0.6361
C -2.984389 2.830291 -3.218187 -0.010 0.018 0.002 -0.3441
H 7.787496 -1.857666 1.693192 0.000 0.000 -0.002 0.3757
H 0.159137 2.446016 -4.352822 0.002 0.011 0.000 0.4024
H 1.525282 -2.206021 -2.655913 -0.006 0.005 0.017 0.2820
H 4.526719 -2.311078 0.140455 -0.004 -0.007 -0.015 0.4603
C 3.826325 -3.124713 0.330113 -0.037 -0.050 0.099 -1.6012
N -1.119910 -3.292315 3.776277 0.042 -0.063 0.102 -0.4159
H -1.786450 3.358551 -7.544915 0.004 0.005 -0.006 0.4473
C -2.012943 3.754620 -5.414653 0.012 -0.018 0.022 2.0798
C 1.217347 3.301652 4.103124 0.019 0.034 0.000 -0.9525
C -0.264587 -4.180890 -0.657165 -0.020 0.020 -0.007 -0.1460
H -3.644671 5.070137 -4.814294 0.004 0.010 0.002 0.3831
S 4.005492 1.157796 0.665909 -0.101 -0.155 0.118 -0.3150
C 0.695642 2.211093 3.409862 -0.035 -0.054 -0.001 0.1809
C 3.158358 -0.931929 5.197878 0.087 0.140 0.133 -1.0232
C 4.479523 0.078654 1.845279 0.022 -0.039 -0.140 -0.2314
H -2.372795 -1.971542 -3.185952 -0.001 -0.006 0.000 0.3905
C -4.596022 3.596523 -0.892114 -0.029 0.007 -0.006 -1.8178
H -4.858254 4.129592 -1.806825 0.000 0.004 0.005 0.3186
C -0.162433 -2.310468 3.632156 0.016 0.171 0.129 0.1218
H -3.337815 -1.774319 -0.199630 -0.003 0.005 -0.002 0.0478
N 3.694305 -0.130823 2.960925 0.048 0.024 -0.006 0.3500
H -2.460751 2.003484 -6.619378 -0.005 -0.002 -0.001 0.3670
H -3.256373 1.928354 0.799953 0.014 0.004 -0.001 0.3129
H -5.459023 3.638321 -0.221528 -0.012 0.002 -0.006 0.4812
H -1.926995 -3.023766 4.318049 -0.003 0.004 -0.015 0.2382
H 2.773925 0.294700 2.946849 -0.075 -0.002 0.040 -0.1618
H 5.580700 -2.190739 4.742464 0.008 0.013 0.018 0.3719
H -4.999538 1.598611 0.764053 0.015 0.009 0.012 0.5466
C -1.823841 -2.847633 -2.838832 -0.044 0.046 -0.011 -1.3512
C -1.763354 1.350138 -1.709125 -0.010 -0.014 -0.125 0.5751
K -0.030801 -0.136066 0.718624 0.954 -0.202 1.211 1.1183
C 0.919746 -6.569180 0.144248 0.000 -0.020 0.001 -0.7049
C -4.057734 1.470990 0.219487 -0.008 0.033 0.003 -1.5699
N 0.675387 2.172785 2.070507 0.034 0.198 0.077 0.4932
As -1.072236 -2.434403 -1.077390 -0.045 -0.493 -0.190 0.9937
C 5.984417 -1.428089 2.741522 0.118 -0.016 -0.042 1.1845
H 3.650288 -1.441507 6.023625 0.027 0.021 0.025 0.4224
O -1.636521 0.521016 -0.744412 -1.028 0.671 -0.771 -0.6163
H 2.626017 -5.388697 0.639924 0.004 -0.008 -0.018 0.2643
S 1.397626 -2.783360 3.106257 -0.254 -0.128 -0.260 -0.2810
H -3.262977 -3.551864 -0.338413 0.003 -0.001 0.012 0.4636
N 0.086536 -0.055443 3.454128 0.333 -0.011 0.325 1.5547
C -5.357707 1.430559 -1.889549 -0.001 -0.025 0.000 -1.6677
H 1.382229 -7.493051 0.471961 -0.005 0.002 0.006 0.3750
C -3.392114 4.380669 -5.622200 0.000 0.002 0.000 -2.1080
C -1.927159 2.968991 -4.107860 0.011 0.007 -0.008 -0.0440
H 7.863573 -2.196084 3.443714 0.000 -0.005 0.004 0.3998
H -3.767876 4.128177 -0.419727 -0.002 0.001 0.012 0.3631
C -2.719014 -2.655764 -0.037065 0.002 0.021 0.007 -0.9263
H -2.496558 -3.704992 -2.793854 0.012 -0.008 -0.013 0.4131
H -1.015273 -3.054939 -3.538992 0.004 0.005 0.008 0.3256
H -4.172666 3.619341 -5.678152 -0.003 -0.004 0.005 0.3760
H -2.466377 -2.727877 1.021934 0.005 0.000 -0.001 0.2309
H -1.983431 -5.388170 -1.110298 0.003 0.002 -0.005 0.2081
H -0.766161 -4.223313 3.914176 -0.006 -0.003 -0.025 0.2550
C -4.205941 2.132054 -1.155239 0.058 -0.056 -0.012 2.1520
```
Positions in Å, forces in eV/Å.

As for the net charge: -1. The molar mass is 942.9 u. The LUMO energy comes out at 2.257 eV. For the maximum force, the calculation gives 1.55 eV/Å. The value obtained for the total energy is -280973.40345 eV. The value obtained for the HOMO-LUMO gap is 6.47 eV. Its spin multiplicity is 1. As for the energy relative to the best compared isomer or geometry (same formula, charge and spin): 0.928 eV.

Density functional theory data (wB97M-V/def2-TZVPD) for one molecule with the formula C19H26N6O in a non-equilibrium geometry.

Structure (XYZ):
```
52
Properties=species:S:1:pos:R:3:forces:R:3:mulliken_charge:R:1
H 6.283252 -0.229718 -2.696058 0.064 -0.033 -0.002 0.3735
H 1.734851 3.173365 -0.619976 -0.058 -0.026 -0.012 0.3260
O -0.035285 -3.437535 -0.845175 0.375 -0.001 -0.198 -0.5679
N -0.641569 0.916400 2.656824 -0.060 0.033 -0.431 0.0630
C 4.144489 2.382505 -2.794484 -0.121 0.011 -0.041 -0.4926
C 2.953671 0.317988 -2.556630 0.006 -0.014 -0.039 -0.1916
H -4.754989 -1.935688 -2.148923 -0.073 -0.038 -0.144 0.3175
H -3.269163 -1.355446 0.462930 -0.069 -0.134 0.045 -0.1598
H -1.239181 -1.002486 -2.483138 -0.006 0.010 0.099 0.2880
N -1.207785 -0.262236 0.617454 -0.234 -0.269 0.120 -0.2024
H 0.846734 1.886834 -3.123393 0.125 0.193 -0.044 0.3444
N 1.187760 2.586508 -1.232629 0.007 0.212 0.290 -0.1862
H -3.930781 -2.929358 -0.008462 0.001 -0.048 0.053 0.4478
N -1.501003 -1.111148 -1.517749 -0.015 -0.148 -0.482 -0.1774
C 0.166482 2.000181 2.874826 0.207 0.314 0.080 -0.3002
H 4.151541 -1.451140 -2.470620 -0.004 -0.086 0.001 0.3890
H -0.127854 -1.644140 3.197896 0.051 -0.084 -0.050 0.3490
C 5.343269 1.690209 -2.804852 0.099 -0.011 0.013 -0.5283
H -4.081115 -0.372587 -1.677412 -0.018 0.114 -0.078 0.2623
H 0.334246 2.406662 3.851703 -0.038 0.020 0.285 0.4450
H -1.132547 -2.675292 0.734201 -0.085 -0.142 -0.062 0.0475
C -3.504783 -1.997207 -0.385139 0.002 -0.020 -0.278 -0.0778
N -0.159982 0.698238 -1.313525 0.251 0.283 -0.249 -0.3904
H -2.203217 -0.330416 3.042560 0.137 0.097 0.096 0.1040
H -2.411035 -2.871702 -2.030096 0.062 0.082 0.086 0.4308
C 0.232944 1.690401 0.781280 -0.566 -0.706 0.605 2.0466
H -2.534105 0.291613 5.384251 -0.014 -0.041 0.066 0.4190
C -0.945874 -0.193249 -0.685726 0.076 0.222 0.339 -0.4542
N 0.697973 2.490179 1.797104 0.338 0.407 -0.135 -0.8012
C 4.150640 -0.374859 -2.563298 -0.005 -0.046 0.015 -0.6344
C -1.273425 -3.182432 -0.227098 -0.366 0.119 -0.013 -0.5095
C -1.865594 0.900877 4.781346 -0.030 -0.010 -0.269 -1.5847
H -1.731717 -4.157500 -0.056480 -0.080 0.058 0.011 0.4525
C 5.347910 0.310939 -2.688793 0.111 -0.025 0.000 -0.3891
H 0.419445 -0.681182 4.575051 0.088 0.047 0.074 0.3205
C -0.600123 0.697650 1.313218 0.591 0.519 -0.963 -0.2561
C 2.939520 1.703239 -2.676381 -0.001 0.037 -0.074 0.6390
C -0.456834 -1.066222 4.058186 -0.227 0.084 -0.170 -1.3276
C 1.628198 2.445338 -2.603211 0.037 -0.120 -0.140 -1.2064
H -5.417372 -1.071641 -0.761138 -0.126 0.065 -0.022 0.4176
C -1.354420 0.084039 3.600862 -0.137 -0.387 0.426 0.6174
H 4.144521 3.460211 -2.884801 -0.009 0.109 -0.020 0.3462
H 0.376673 -2.585133 -1.034083 -0.020 -0.087 0.018 0.3542
H 6.274518 2.228238 -2.901740 0.085 0.045 -0.011 0.3717
H -1.002943 -1.722364 4.731547 -0.021 -0.083 0.076 0.3729
C -4.502830 -1.301518 -1.301950 0.108 -0.106 0.245 -1.2926
H 1.723578 3.441793 -3.041471 -0.042 -0.099 -0.019 0.4846
H -1.042529 1.229248 5.412278 0.062 0.039 0.095 0.3639
H -2.412321 1.776554 4.435014 -0.046 0.043 0.027 0.4173
C 0.436742 1.655500 -0.610118 -0.290 -0.054 0.171 -0.5096
C -2.193814 -2.316422 -1.110103 -0.026 -0.281 0.617 -0.0174
H 2.015232 -0.206087 -2.453881 -0.096 -0.065 -0.007 0.4463
```
Positions in Å, forces in eV/Å.

The SMILES is CC[C@H](CO)Nc1nc(NCc2ccccc2)c2ncn(C(C)C)c2n1. The molar mass is 354.5 u. The LUMO energy comes out at 0.810 eV. For the maximum force, the calculation gives 1.24 eV/Å. The value obtained for the total energy is -31114.93852 eV. The value obtained for the HOMO-LUMO gap is 8.49 eV. Its spin multiplicity is 1. As for the energy relative to the best compared isomer or geometry (same formula, charge and spin): 0.018 eV.

Density functional theory data (wB97M-V/def2-TZVPD) for one molecule with the formula C3H3N3O in a non-equilibrium geometry.

Structure (XYZ):
```
10
Properties=species:S:1:pos:R:3:forces:R:3:mulliken_charge:R:1
H 2.306459 -1.022856 0.182045 -0.725 0.741 -0.252 0.3621
C -0.945488 1.147735 -0.125656 0.584 -0.399 -0.526 0.4187
N 0.456795 1.653270 -0.400536 -1.210 -0.837 0.274 -0.2709
C 0.185998 -1.021671 0.199283 -3.003 -0.656 -0.053 0.0544
N 1.452218 0.862300 -0.321765 -0.299 1.579 -0.048 -0.2124
H -0.016302 -2.102908 0.388239 0.467 1.070 -0.091 0.3317
C 1.371798 -0.440420 0.050173 0.847 -1.060 0.275 -0.2891
O -1.959737 1.821470 -0.147061 1.811 -0.766 0.129 -0.5472
H -1.870672 -0.638856 0.142200 -1.546 -0.874 0.206 0.1991
N -0.981067 -0.258065 0.033078 3.074 1.202 0.086 -0.0464
```
Positions in Å, forces in eV/Å.

The SMILES is O=c1nncc[nH]1. The molar mass is 97.1 u. The LUMO energy comes out at -0.503 eV. For the maximum force, the calculation gives 3.30 eV/Å. The value obtained for the total energy is -9675.67671 eV. The value obtained for the HOMO-LUMO gap is 8.79 eV. Its spin multiplicity is 1. As for the energy relative to the best compared isomer or geometry (same formula, charge and spin): 1.778 eV.

The lowest energy relative to the best compared isomer or geometry (same formula, charge and spin) belongs to which entry?
C19H26N6O

Among the records above, which one has the highest maximum force?
C3H3N3O

Which of these has the highest maximum force?
C3H3N3O

Look up the maximum force of the second one.
1.24 eV/Å